Record 1
Here is an isolated ion of composition C10H18N3 and charge +1 from the Open Molecules 2025 dataset. Energies are from ωB97M-V/def2-TZVPD.

CARTESIAN COORDINATES (ANGSTROEM)
C1 2.9770 0.2126 -2.2849
C2 1.7080 -0.1778 -1.6279
C3 1.5479 -1.2979 -0.8937
C4 0.1618 -1.7769 -0.4483
C5 -0.2794 -1.0653 0.8929
C6 -0.3370 -1.8952 2.1577
N1 -1.5533 -0.2982 0.5996
C7 -2.7695 -0.6858 1.1696
N2 -1.3116 1.0920 0.7477
C8 -0.5012 1.8005 -0.0415
C9 -0.2238 3.2298 0.3480
N3 -0.1536 1.3612 -1.1903
C10 0.5701 0.6833 -1.9580
H1 3.6089 -0.7147 -2.2627
H2 3.3964 0.9587 -1.5894
H3 2.8391 0.4301 -3.3302
H4 2.3804 -2.0354 -0.7097
H5 -0.5688 -1.5222 -1.2842
H6 0.2395 -2.7753 -0.2984
H7 0.6009 -0.3714 1.1761
H8 -0.6984 -2.9451 2.1454
H9 -1.2728 -1.4674 2.5620
H10 0.5786 -1.6704 2.6139
H11 -2.7470 -0.2206 2.2004
H12 -3.5843 -0.3776 0.5869
H13 -2.7729 -1.7783 1.1370
H14 -1.9160 1.5360 1.4691
H15 0.1962 3.6786 -0.5911
H16 0.6062 3.2783 1.0417
H17 -1.0517 3.9752 0.7213
H18 0.3304 0.8391 -3.0587

Values from the calculation:
* net charge: +1
* HOMO: -12.419 eV
* molecular weight: 180.28 g mol⁻¹
* strongest force on any atom: 4.21 eV/Å
* LUMO level: -3.635 eV
* energy: -555.72703 a.u.
* frontier orbital gap: 0.3228 hartree
* SMILES string: CC1=C/C[C@H](C)N(C)\[NH+]=C(C)/N=C\1
* energy relative to the best compared isomer or geometry (same formula, charge and spin): 523.1 kJ/mol

natural (NBO) population analysis, charges in e, atoms 1 to 5:
1 C -0.64
2 C -0.11
3 C -0.10
4 C -0.46
5 C -0.03


Record 2
Here is C2H4LiO2Sm as an isolated structure from the Open Molecules 2025 dataset. Energies are from ωB97M-V/def2-TZVPD.

CARTESIAN COORDINATES (ANGSTROEM)
O1 2.6856 -0.6691 2.2012
H1 3.1109 -0.9999 2.9900
C1 0.4990 -0.4864 -1.2708
C2 -0.5497 -0.0813 -0.5273
O2 -0.5616 0.0511 0.7932
H2 1.4301 -0.8381 -0.8155
H3 0.3967 -0.5694 -2.3529
H4 -1.5306 0.0173 -1.0210
Sm1 -2.5922 0.5263 2.2777
Li1 1.1305 -0.1034 1.6385

Values from the calculation:
* 2S+1: 6
* HOMO (alpha / beta): -6.887 / -7.564 eV
* molecular weight: 217.35 g mol⁻¹
* strongest force on any atom: 2.40 eV/Å
* LUMO level (alpha / beta): -0.702 / -1.919 eV
* energy: -894.42848 a.u.
* frontier orbital gap (alpha / beta): 0.2273 / 0.2075 hartree

natural (NBO) population analysis, charges in e, atoms 1 to 5:
1 O -1.39
2 H 0.44
3 C -0.55
4 C 0.15
5 O -1.07


Record 3
Here is C6H6SSe2 as an isolated structure from the Open Molecules 2025 dataset. Energies are from ωB97M-V/def2-TZVPD.

CARTESIAN COORDINATES (ANGSTROEM)
C1 -2.2189 -1.2588 0.0739
C2 -2.1662 1.3216 -0.1066
C3 -0.9312 -0.9678 0.1919
C4 -0.8906 0.9988 0.0394
C5 2.0372 -0.6462 0.4045
C6 1.9246 0.5985 -0.4433
S1 -3.3560 0.0514 -0.1238
Se1 0.6023 -2.0053 0.1779
Se2 0.6748 1.9516 0.2700
H1 -2.6618 -2.2397 0.0847
H2 -2.5603 2.3156 -0.2274
H3 2.9243 -1.2169 0.1118
H4 2.1100 -0.3987 1.4617
H5 2.8871 1.1202 -0.4477
H6 1.6248 0.3757 -1.4668

Values from the calculation:
* HOMO: -7.643 eV
* molecular weight: 268.10 g mol⁻¹
* strongest force on any atom: 5.06 eV/Å
* LUMO level: 0.569 eV
* energy: -5433.17556 a.u.
* frontier orbital gap: 0.3018 hartree
* energy relative to the best compared isomer or geometry (same formula, charge and spin): 0.0 kJ/mol

natural (NBO) population analysis, charges in e, atoms 1 to 5:
1 C -0.47
2 C -0.46
3 C -0.24
4 C -0.24
5 C -0.55